8
Properties=species:S:1:pos:R:3 method="wB97M-V/def2-TZVPD" total_energy_ev=-17501.227 fmax_ev_per_a=3.7 e_lumo_ha="-0.077 / -0.057" gap_ev="8.6 / 8.3"
C 0.504 -0.239 -1.268
N 0.364 -0.716 0.018
O -1.417 -0.663 2.475
O -0.224 1.593 2.127
S -0.967 0.396 1.613
H -0.471 -0.076 -1.699
H 1.072 -0.928 -1.823
H 1.139 0.633 -1.443



9
Properties=species:S:1:pos:R:3 method="wB97M-V/def2-TZVPD" total_energy_ev=-28336.682 fmax_ev_per_a=4.1 e_lumo_ha=-0.009 smiles="ON(O)C(=S)S" gap_ev=8.5
O 0.046 1.469 1.216
N 0.137 0.275 0.508
O 1.413 -0.275 0.366
C -0.820 -0.016 -0.460
S -1.966 1.245 -0.987
S -0.794 -1.665 -1.168
H 0.075 2.251 0.725
H 2.022 0.092 0.986
H -2.045 -1.413 -1.362